The following is a quantum chemistry calculation of a cluster of 16 separate species, C44H77NO35S5 in total, from the OMol25 dataset.

XYZ file:
```
162
Properties=species:S:1:pos:R:3:forces:R:3:mulliken_charge:R:1
C -4.4756 0.8488 3.4405 1.553 0.418 -1.568 0.295
C -5.8126 0.3482 3.7155 -2.197 1.171 -1.671 0.151
O -5.6392 -0.4090 4.8086 -1.396 -2.490 2.683 -0.420
C -4.4668 -0.1938 5.4118 -0.752 -1.566 2.734 0.619
O -4.2044 -0.6549 6.5057 0.143 0.909 -1.906 -0.603
O -3.7484 0.5680 4.6409 1.575 1.425 -0.402 -0.282
H -4.6233 1.9157 3.2737 1.193 -0.087 -0.252 -0.137
H -3.9883 0.2847 2.6453 0.227 0.580 -0.210 0.241
H -6.3336 -0.1984 2.9294 0.471 -0.126 -0.061 -0.037
H -6.4067 1.2480 3.8754 -0.712 -0.225 0.595 0.129
C 4.9012 3.0012 -4.3835 -1.579 1.544 -0.043 -0.141
C 4.7913 4.4593 -3.8532 -0.229 -0.970 -1.398 -0.168
O 5.8938 4.4257 -2.9876 -0.152 1.194 0.911 -0.363
C 5.8819 3.2487 -2.3758 2.188 -0.607 0.119 0.715
O 6.5320 3.0846 -1.3709 -1.415 -0.922 -0.649 -0.565
O 5.2736 2.2917 -3.1754 0.239 1.109 0.414 -0.200
H 5.6193 2.9173 -5.1993 0.264 -0.296 0.366 0.264
H 3.8996 2.7584 -4.7382 0.176 -0.775 0.163 0.153
H 3.8582 4.6277 -3.3156 0.024 -0.103 0.116 -0.016
H 4.8835 5.2467 -4.6013 0.335 -0.216 0.028 0.366
C 2.0232 0.1025 -4.8488 0.830 -1.840 0.366 0.950
C 2.3674 -0.0617 -6.3122 1.663 -0.898 -0.885 -0.374
O 1.3337 0.5884 -6.9681 -0.125 0.314 -0.704 -0.404
C 0.4230 0.8930 -6.0571 -2.577 2.630 -0.721 0.386
O -0.4574 1.6688 -6.2700 -0.449 -0.243 -0.288 -0.563
O 0.6364 0.3621 -4.8714 0.827 -0.242 0.824 0.342
H 2.6326 0.8932 -4.4110 -0.417 0.151 0.332 -0.649
H 2.1494 -0.8448 -4.3248 0.425 0.276 0.333 -0.158
H 2.4298 -1.0639 -6.7361 -0.161 -0.422 0.608 0.300
H 3.3135 0.3889 -6.6120 0.066 0.282 0.282 0.317
C 1.3678 0.0780 -1.0190 0.802 -0.506 -0.617 0.757
C 1.3668 -0.0284 0.5426 1.289 0.151 -2.443 0.096
O -0.0002 0.1102 0.7298 -2.741 1.089 1.217 -0.286
C -0.6122 0.8023 -0.3123 -2.042 1.602 0.912 0.429
O -1.6823 1.4192 -0.3427 2.109 -2.147 1.197 -0.581
O 0.1786 0.7904 -1.3246 0.544 -0.034 -1.183 0.019
H 1.2821 -0.9087 -1.4742 0.147 -0.111 -0.016 -0.660
H 2.1064 0.6610 -1.5692 0.524 -0.317 0.715 -0.015
H 2.0140 0.7452 0.9558 -0.530 0.402 0.418 0.024
H 1.7254 -0.9799 0.9354 -0.291 -0.071 -0.242 0.174
C -4.5641 -0.9322 -1.7683 -1.699 1.354 -0.407 -0.322
C -4.7118 0.5491 -2.1692 0.868 0.126 0.427 0.281
O -3.9468 0.6013 -3.3733 0.294 0.465 -1.138 -0.373
C -3.2106 -0.5133 -3.5813 3.890 0.733 -0.678 0.496
O -2.1600 -0.5910 -4.2823 -4.945 -0.004 2.461 -0.557
O -3.6382 -1.4648 -2.7249 0.042 -0.671 0.663 -0.243
H -5.5914 -1.2669 -1.9122 0.301 -1.176 -0.298 0.320
H -4.3642 -1.0472 -0.7030 0.957 -0.349 -0.332 0.336
H -4.3020 1.2685 -1.4603 0.447 -0.196 0.037 -0.278
H -5.7447 0.8725 -2.2981 0.006 -0.299 -0.605 0.324
C 1.9936 -4.8335 0.9284 -0.291 -0.939 -1.291 0.059
C 1.9451 -4.7615 2.4432 1.334 0.248 -2.297 0.184
O 0.6336 -4.3308 2.6450 -1.506 -0.346 1.264 -0.283
C -0.1943 -4.5084 1.5036 3.350 1.604 0.913 0.394
O -1.2990 -4.1038 1.4520 -0.817 -0.699 0.022 -0.450
O 0.6314 -4.8915 0.5383 -2.033 -0.316 -0.705 -0.161
H 2.3480 -5.7787 0.5171 0.972 0.494 0.087 0.273
H 2.3919 -3.9424 0.4433 0.365 -0.203 -0.053 -0.109
H 2.6926 -3.9974 2.6567 -0.350 0.129 0.894 0.010
H 2.3278 -5.7288 2.7686 -0.932 -0.091 1.035 0.175
C 3.1162 4.1863 1.0403 0.570 1.363 -0.380 -0.565
C 4.0057 5.2484 0.3268 -1.090 -1.584 0.292 -0.290
O 3.2548 5.3206 -0.9613 1.662 1.766 1.192 -0.345
C 2.5185 4.2365 -1.0836 -1.587 0.321 -2.236 0.300
O 1.7049 4.0746 -1.9633 1.056 -0.177 0.649 -0.554
O 2.8164 3.3897 -0.1353 -0.683 -1.879 2.532 0.080
H 2.2515 4.7059 1.4530 -0.567 -0.353 -0.360 0.282
H 3.5317 3.6118 1.8681 0.392 -0.229 -0.576 0.431
H 4.9582 4.7286 0.2234 0.317 0.722 -0.641 0.182
H 4.0410 6.2190 0.8216 0.044 -0.127 -0.419 0.364
C 0.4907 -3.3818 -4.5590 -1.523 0.553 -0.282 0.052
C -0.1523 -3.1776 -3.2021 -1.409 1.306 -0.770 0.345
O 0.6423 -3.8731 -2.3175 1.815 -1.454 1.349 0.019
C 1.5587 -4.6198 -2.9922 2.665 -2.356 1.987 0.554
O 2.3921 -5.4333 -2.5041 -3.605 3.370 -1.617 -0.656
O 1.4525 -4.3494 -4.2854 1.348 -0.904 -0.940 -0.421
H 0.8729 -2.4529 -4.9823 0.552 -0.210 0.109 -0.303
H -0.2618 -3.7468 -5.2580 0.267 -0.273 -0.128 0.385
H -1.1602 -3.5917 -3.1739 -0.075 0.161 0.020 0.152
H -0.1733 -2.1147 -2.9616 -0.176 -0.059 0.264 -0.262
C 0.5791 2.0104 6.0767 -0.312 -1.552 -0.158 -0.371
C 0.0536 0.7939 5.2194 0.592 0.611 -0.194 -0.170
O 1.2809 0.3524 4.6048 -0.470 -0.081 -0.283 -0.171
C 2.2938 1.2149 4.8253 2.127 -2.664 -0.968 0.675
O 3.4209 0.9581 4.4229 -1.850 1.175 0.418 -0.613
O 1.9259 2.2068 5.5803 -0.708 1.453 0.798 -0.378
H 0.6396 1.6092 7.0884 0.203 0.571 0.175 0.305
H 0.0220 2.9464 6.0346 0.117 -0.235 -0.167 0.337
H -0.6839 1.0145 4.4477 0.179 0.324 -0.070 0.153
H -0.3429 -0.0495 5.7847 0.128 0.300 0.348 0.245
C 5.3332 -0.1076 -0.2091 -0.453 0.629 0.523 0.079
C 6.4987 -0.5551 -1.0281 1.177 -0.274 0.355 -0.510
O 5.9191 -1.4162 -2.0000 3.465 -0.506 -0.896 -0.379
C 4.6591 -1.4534 -1.9281 -4.934 -1.151 -1.885 0.301
O 3.9105 -2.1017 -2.6879 1.905 2.046 2.496 -0.628
O 4.2372 -0.6212 -0.9371 -1.445 -0.522 -0.304 0.381
H 5.2674 0.9793 -0.1586 -0.119 -0.040 0.006 -0.078
H 5.3039 -0.5191 0.7998 0.081 -0.012 0.014 0.346
H 7.1727 -1.1695 -0.4312 0.276 0.197 -0.200 0.305
H 7.0236 0.2712 -1.5074 -0.023 -0.200 -0.105 0.238
C -2.3307 4.2871 -2.8349 0.814 -0.050 -1.676 -0.542
C -3.3630 4.6194 -3.9769 -0.132 -0.366 1.472 -0.325
C -4.2290 5.8275 -3.7177 0.358 1.182 0.121 -0.220
C -3.4747 7.1042 -3.6259 -0.129 -0.745 0.306 0.187
N -2.9384 8.1156 -3.6658 0.209 0.309 0.105 -0.487
H -1.8344 3.3769 -3.1716 0.405 0.086 -0.137 0.103
H -2.5528 4.0133 -1.8035 -1.265 0.363 -0.103 -0.037
H -1.5836 5.0777 -2.7647 0.118 -0.006 -0.082 0.442
H -4.0253 3.7569 -4.0521 -0.096 -0.005 -0.257 0.096
H -2.9745 4.8282 -4.9736 0.928 -0.642 0.256 0.377
H -4.8170 5.6813 -2.8116 -0.334 0.280 -0.208 0.137
H -4.7971 6.0632 -4.6176 -0.829 -0.520 0.229 0.325
C 6.2648 -6.1981 3.1555 0.815 0.793 0.730 -0.792
S 6.2566 -6.1282 1.3704 -1.424 1.545 -0.561 0.387
O 4.9555 -6.7609 0.9447 1.183 0.338 0.479 -0.548
C 5.7916 -4.2747 1.2724 -0.311 0.198 -0.327 -0.531
H 6.7049 -7.1364 3.4929 -1.050 -0.433 -0.076 0.377
H 5.3035 -5.8285 3.5126 -0.276 -0.961 0.093 0.143
H 6.9566 -5.5076 3.6380 0.382 0.521 -0.639 0.361
H 4.7879 -4.2108 1.6927 -0.104 -0.371 -0.041 -0.200
H 5.7286 -3.9305 0.2401 -0.179 -0.856 -0.395 0.270
H 6.3148 -3.4152 1.6915 0.908 -0.705 0.792 0.537
C -8.9193 2.7844 1.1903 -0.633 -0.792 0.006 -1.102
S -7.7671 1.5802 0.4122 1.217 -0.129 2.015 0.529
O -6.4044 1.7766 1.1490 -2.507 -0.510 -1.256 -0.403
C -8.6326 0.1021 1.1587 0.430 0.434 1.391 -1.209
H -9.9070 2.7976 0.7293 0.308 0.259 -1.102 0.414
H -8.4457 3.7661 1.2015 -0.108 -0.232 0.185 0.316
H -9.2831 2.3854 2.1372 1.064 0.310 0.640 0.336
H -8.1435 -0.8641 1.0350 -0.247 0.102 -1.223 0.393
H -9.7169 0.1613 1.0646 0.112 -0.298 -0.989 0.424
H -8.5609 0.1358 2.2458 0.392 0.853 0.307 0.358
C -3.1641 -4.8197 -1.0239 0.820 -1.245 0.299 -0.330
S -3.4739 -6.4353 -1.8242 -0.045 -0.252 -1.193 0.417
O -3.3102 -6.1859 -3.3102 0.295 -0.437 1.294 -0.606
C -2.0750 -7.4954 -1.0942 -0.516 0.779 0.100 -0.793
H -3.1877 -5.0683 0.0371 -0.158 0.466 0.105 0.387
H -3.9229 -4.0969 -1.3236 0.003 -0.346 -0.070 0.202
H -2.1563 -4.4790 -1.2615 -0.086 0.088 -0.084 -0.159
H -1.0917 -7.2264 -1.4802 -0.071 0.374 0.258 0.179
H -2.1676 -8.5796 -1.1587 -0.687 0.111 -0.891 0.415
H -2.2269 -7.3542 -0.0241 0.497 0.534 0.147 0.265
C -4.8018 6.6973 0.5887 0.085 -1.253 -1.013 -0.961
S -3.0704 6.0284 0.9437 -1.127 1.324 1.488 0.575
O -2.7620 6.8102 2.2057 0.256 -0.921 -0.916 -0.675
C -3.3548 4.2688 1.4315 -0.607 0.199 -0.206 -0.677
H -5.2436 6.2145 -0.2830 0.044 -0.772 0.007 0.214
H -4.7997 7.7119 0.1905 0.753 0.273 0.832 0.387
H -5.4767 6.5470 1.4314 0.372 0.201 0.157 0.356
H -4.1294 4.0785 2.1745 -0.175 0.602 0.038 0.345
H -2.4335 3.8685 1.8547 0.212 0.301 -0.335 0.324
H -3.6349 3.7096 0.5388 0.221 -0.026 -0.109 0.061
C 1.9092 -2.9084 5.4709 0.279 -2.080 0.930 -0.771
S 3.2457 -2.1622 6.4923 1.105 3.564 0.133 0.631
O 2.7354 -1.4928 7.7434 -0.633 -0.705 -0.433 -0.670
C 4.6114 -3.2427 7.1095 -1.036 -1.605 -1.435 -0.992
H 1.8542 -3.9460 5.8004 -0.110 -0.391 -0.418 0.487
H 2.1619 -2.8526 4.4120 0.238 0.182 0.325 0.007
H 0.8857 -2.5607 5.6114 0.436 0.767 0.460 0.327
H 5.2648 -3.3505 6.2436 0.172 0.098 0.035 0.310
H 4.2428 -4.2470 7.3187 0.093 -0.013 0.519 0.325
H 5.1632 -2.7945 7.9358 -0.654 0.307 -0.099 0.305
```
Forces are in eV/Å.

Values from the calculation:
Orbital gap (eV): 8.072
HOMO level (eV): -8.1882
LUMO energy (eV): -0.116
E_tot (hartree): -6401.5299
Charge: 0